Record 1
Below is a molecular structure, C60H63GeKN10O2S3Se, with properties calculated with ωB97M-V with the def2-TZVPD basis set.

Structure (ORCA input):
```
! wB97M-V def2-TZVPD RIJCOSX def2/J DEFGRID3
* xyz -2 1
K -0.41572 -1.22872 -1.44256
C 2.62172 5.16773 1.53136
C 2.97158 4.64192 0.14000
C 2.87795 5.80038 -0.85945
C 4.41012 4.09642 0.17375
C 2.04899 3.51535 -0.29875
C 2.24288 2.88945 -1.51253
C 1.46068 1.79345 -1.85420
N 0.47962 1.33051 -1.08502
C 0.28152 1.92760 0.09147
C 1.03279 3.01283 0.51299
C -0.81155 1.34754 0.93549
C -1.11737 1.82982 2.20675
C -2.12582 1.24240 2.96042
C -2.82167 0.18587 2.37692
C -2.45579 -0.24106 1.11139
N -1.47774 0.32525 0.40449
C -2.42906 1.66974 4.39260
C -2.07335 0.49959 5.32405
C -3.91789 2.00982 4.52989
C -1.61060 2.88877 4.81814
H 3.33002 5.95391 1.80656
H 2.69071 4.37687 2.28466
H 1.61468 5.59552 1.56219
H 3.57671 6.59635 -0.58235
H 1.86657 6.21811 -0.87239
H 3.12177 5.46892 -1.87173
H 5.10044 4.86626 0.53543
H 4.73791 3.77111 -0.81529
H 4.47364 3.22653 0.83294
H 3.04347 3.17775 -2.18296
H 1.64960 1.24916 -2.77571
H 0.83563 3.46556 1.47512
H -0.53881 2.64549 2.61662
H -3.61702 -0.33300 2.90052
H -2.94838 -1.09160 0.64228
H -2.67193 -0.38493 5.09724
H -2.25105 0.77591 6.36850
H -1.02093 0.22388 5.21072
H -4.55289 1.16682 4.24876
H -4.17998 2.86228 3.89493
H -4.14625 2.27335 5.56671
H -0.53748 2.68837 4.76628
H -1.85314 3.14011 5.85362
H -1.83585 3.76111 4.19641
S 2.59068 -1.18806 -3.50651
C 3.65819 -1.51517 -2.17933
S 4.00073 -0.36143 -0.95179
C 4.26601 -2.79796 -2.11395
C 4.06098 -3.79388 -3.12269
N 3.93119 -4.59981 -3.94550
C 5.11146 -3.19508 -1.03827
N 5.78708 -3.59782 -0.18685
N -1.15572 -3.34756 -5.51391
C -0.65210 -2.35009 -4.72479
N -1.49229 -1.95757 -3.81231
C -2.62432 -2.74553 -3.98284
C -3.81835 -2.76364 -3.26775
C -4.79313 -3.65979 -3.66492
C -4.59382 -4.52840 -4.75013
C -3.40858 -4.52894 -5.46532
C -2.43159 -3.62746 -5.05636
H -0.64932 -3.84172 -6.22213
H 0.35232 -1.95439 -4.84960
H -3.96094 -2.09449 -2.42592
H -5.72960 -3.70346 -3.12254
H -5.38253 -5.21560 -5.03105
H -3.25096 -5.20419 -6.29862
C 0.62072 3.09010 -5.88808
N -0.80629 3.34319 -5.78829
C -1.67394 2.57702 -5.06148
Se -1.34523 1.06756 -4.11542
N -2.89741 3.16572 -5.20387
C -2.82448 4.28328 -6.02228
C -3.77208 5.18553 -6.46235
C -3.33550 6.21246 -7.29472
C -1.99691 6.32493 -7.66419
C -1.04445 5.41309 -7.21852
C -1.48250 4.39321 -6.39624
H 0.85222 2.20854 -5.29486
H 1.18254 3.94171 -5.50440
H 0.90186 2.90709 -6.92486
H -3.71798 2.77380 -4.76163
H -4.81138 5.09718 -6.16871
H -4.05341 6.93482 -7.66417
H -1.68671 7.13917 -8.30938
H -0.00319 5.49736 -7.50549
C -2.18672 3.91803 -1.16078
N -3.07521 2.95530 -1.79809
C -4.09668 2.34602 -1.18172
N -4.24864 2.64578 0.14120
S -5.15190 1.31817 -1.98994
H -1.67220 4.47732 -1.94009
H -1.43049 3.45312 -0.53046
H -2.77169 4.61924 -0.56426
H -2.69887 2.44844 -2.59587
H -3.40325 2.81981 0.67321
H -4.90498 2.03961 0.60251
O -0.77315 -4.51672 1.05447
C -0.50359 -3.71497 0.13750
O -1.33579 -3.05240 -0.55480
C 1.00842 -3.49739 -0.17772
C 1.93110 -4.24465 0.79624
Ge 1.67447 -3.95718 2.73416
C 0.03891 -4.22485 3.78746
C -0.36245 -5.48934 4.21654
C -1.56016 -5.66738 4.90119
C -2.38312 -4.57919 5.15786
C -1.99991 -3.31456 4.72680
C -0.79649 -3.13822 4.05373
C 2.25365 -2.11219 3.16758
C 3.20312 -1.87987 4.16569
C 3.66795 -0.59937 4.43681
C 3.20054 0.48138 3.69962
C 2.25797 0.27446 2.70261
C 1.78219 -1.00821 2.44803
C 3.08935 -5.04920 3.59536
C 2.93014 -5.69404 4.82571
C 3.97475 -6.40421 5.41076
C 5.20663 -6.47785 4.77375
C 5.38868 -5.83269 3.55474
C 4.34200 -5.12607 2.97251
H 1.23623 -2.42567 -0.13875
H 1.17788 -3.82227 -1.20848
H 2.96339 -3.93018 0.62500
H 1.87221 -5.31958 0.62312
H 0.25775 -6.35118 3.99192
H -1.85988 -6.65946 5.22048
H -3.32081 -4.71618 5.68517
H -2.65344 -2.46627 4.90068
H -0.51065 -2.14439 3.71977
H 3.59609 -2.71791 4.73299
H 4.41425 -0.44602 5.20875
H 3.58550 1.47862 3.88531
H 1.91877 1.10396 2.09549
H 1.04656 -1.14755 1.66012
H 1.97796 -5.63221 5.34310
H 3.82817 -6.89620 6.36759
H 6.02426 -7.02688 5.22721
H 6.34751 -5.86763 3.04965
H 4.52363 -4.61131 2.03430
*
```

These are the Mulliken partial charges, in e, on atoms 1 to 6:
1. K 0.653
2. C -1.944
3. C 2.163
4. C -1.845
5. C -1.631
6. C 0.521

Record 2
Below is 12 unconnected molecules or ions with the total composition C60H64F8O4, with properties calculated with ωB97M-V with the def2-TZVPD basis set.

Structure (ORCA input):
```
! wB97M-V def2-TZVPD RIJCOSX def2/J DEFGRID3
* xyz 0 1
F -5.64310 5.54401 -1.81766
C -4.46904 5.17059 -1.29505
C -4.60872 4.23368 -0.26669
C -3.41237 3.66315 0.28638
C -2.12144 4.07888 -0.17183
C -2.10291 5.13375 -1.12026
C -3.25736 5.62098 -1.68913
H -5.58750 4.11244 0.17340
H -3.56223 2.94760 1.08134
H -1.19494 3.68939 0.22351
H -1.15130 5.57469 -1.37799
H -3.26327 6.41370 -2.42259
F 0.09544 -1.01276 -3.20191
C -0.03452 -0.28508 -2.03662
C 1.07686 0.06983 -1.27653
C 0.99658 0.77107 -0.07840
C -0.30327 1.11582 0.35291
C -1.39209 0.72632 -0.43607
C -1.29027 0.03233 -1.61158
H 2.06364 -0.22385 -1.60276
H 1.84736 0.97092 0.55614
H -0.53512 1.56046 1.30943
H -2.38478 0.92406 -0.05944
H -2.07048 -0.31029 -2.27511
F -0.01832 2.90788 3.05865
C -0.94057 3.90868 3.18666
C -0.50308 5.25261 3.23887
C -1.40403 6.23145 3.65794
C -2.74106 5.89234 3.92036
C -3.16111 4.55355 3.79940
C -2.26845 3.60191 3.46942
H 0.50583 5.45574 2.91141
H -1.22810 7.29692 3.67264
H -3.49347 6.63952 4.12535
H -4.16281 4.21516 4.01959
H -2.53514 2.55537 3.46968
F -0.87495 -1.95709 8.00307
C -0.64883 -1.67512 6.72164
C -0.68568 -0.32952 6.36035
C -0.40421 0.11460 5.01049
C -0.20802 -0.93804 4.08698
C -0.19951 -2.24055 4.46432
C -0.32664 -2.67396 5.83062
H -0.83743 0.38423 7.15655
H -0.42212 1.13261 4.65031
H 0.00879 -0.66541 3.06469
H 0.06563 -2.93157 3.67782
H -0.32641 -3.70552 6.15042
F -3.99114 -5.97640 0.08254
C -3.49356 -4.85680 0.72271
C -3.55842 -4.72384 2.11842
C -3.23999 -3.49144 2.62276
C -2.77643 -2.45545 1.77941
C -2.70253 -2.64787 0.39623
C -3.10741 -3.83540 -0.14390
H -3.78315 -5.58924 2.72419
H -3.19571 -3.41601 3.69922
H -2.51744 -1.47974 2.16323
H -2.29166 -1.83564 -0.18504
H -3.06098 -3.95104 -1.21669
F 1.12252 -7.68478 -3.98963
C 0.91595 -6.58463 -4.75886
C 1.39618 -5.36306 -4.34567
C 1.04109 -4.17682 -5.06582
C 0.25817 -4.29735 -6.23598
C -0.20307 -5.54742 -6.64446
C 0.14029 -6.66636 -5.88999
H 1.97977 -5.30691 -3.43866
H 1.34249 -3.19231 -4.73978
H 0.02606 -3.37745 -6.75204
H -0.82993 -5.53452 -7.52381
H -0.19800 -7.63906 -6.21526
F 5.76992 3.89410 0.37538
C 4.88277 4.01300 1.34104
C 4.71992 5.23583 2.07770
C 3.87717 5.25988 3.19224
C 3.15759 4.06854 3.52019
C 3.24709 2.93440 2.74427
C 4.18761 2.87843 1.73920
H 5.26843 6.11886 1.78481
H 3.70593 6.18974 3.71420
H 2.49511 4.00498 4.37075
H 2.69372 2.03157 2.95660
H 4.22366 2.05103 1.04601
F 6.36950 -0.88109 -3.02796
C 5.45900 -1.71648 -2.53110
C 5.85436 -2.71231 -1.63479
C 4.94806 -3.64496 -1.13632
C 3.60392 -3.56993 -1.58076
C 3.16041 -2.54095 -2.42498
C 4.10183 -1.66206 -2.92835
H 6.89143 -2.68345 -1.33472
H 5.30811 -4.43674 -0.49613
H 2.87896 -4.30406 -1.26158
H 2.14574 -2.59785 -2.79049
H 3.88490 -0.90927 -3.67175
C -1.91626 -1.84736 -5.14632
C -3.26537 -1.69686 -4.51593
C -4.00776 -0.35888 -4.66594
O -3.77935 -2.56105 -3.80855
H -1.95804 -2.17423 -6.18531
H -1.34133 -2.57716 -4.57630
H -1.40756 -0.88596 -5.07530
H -4.47570 -0.29918 -5.64857
H -3.34524 0.49332 -4.51447
H -4.76291 -0.29613 -3.88241
C -6.26265 -0.72009 2.08280
C -5.51360 0.24932 1.14969
C -6.25735 0.80263 -0.00076
O -4.40310 0.60294 1.40341
H -5.60774 -1.16115 2.83424
H -6.67579 -1.59091 1.57381
H -7.13210 -0.26676 2.55888
H -5.69496 1.59739 -0.49083
H -7.09484 1.35207 0.42915
H -6.63657 0.09542 -0.73843
C 2.66054 -1.50442 1.91153
C 3.33888 -2.77979 2.31750
C 4.85471 -2.73498 2.42042
O 2.75660 -3.68597 2.81801
H 1.60090 -1.53735 1.65820
H 3.20993 -1.01941 1.10466
H 2.78298 -0.83619 2.76392
H 4.91968 -2.03003 3.24923
H 5.24161 -2.35987 1.47296
H 5.27578 -3.70393 2.68866
C 5.99734 1.81530 -1.85097
C 4.61710 2.13993 -2.38568
C 4.64045 2.73956 -3.76676
O 3.59892 1.71840 -1.84297
H 6.52617 2.68644 -1.46421
H 6.68314 1.57444 -2.66323
H 5.96081 1.12983 -1.00427
H 5.56150 3.28157 -3.98119
H 3.76058 3.38219 -3.79794
H 4.55690 2.02778 -4.58804
*
```

As for the structure (SMILES): Fc1ccccc1.Fc1ccccc1.Fc1ccccc1.Fc1ccccc1.Fc1ccccc1.Fc1ccccc1.Fc1ccccc1.Fc1ccccc1.CC(C)=O.CC(C)=O.CC(C)=O.CC(C)=O.

These are the Mulliken partial charges, in e, on atoms 1 to 6:
1. F -0.332
2. C 0.422
3. C -1.083
4. C 0.553
5. C -0.465
6. C -0.874

Looking at lowest unoccupied orbital energy for the records above, in order, we have 3.09, 0.47 eV.
Looking at energy above the lowest of the compared OMol25 structures with the same formula, charge and spin for the records above, in order, we have 0.000, 1.334 eV.
Looking at orbital gap for the records above, in order, we have 4.46, 9.19 eV.